{
  "formula": "C7H16N",
  "method": "wB97M-V/def2-TZVPD",
  "lumo_ev": -3.252,
  "homo_lumo_gap_ev": 9.919,
  "charge": 1,
  "symbols": ["H", "C", "H", "C", "H", "C", "H", "H", "H", "C", "H", "H", "H", "C", "H", "C", "H", "H", "C", "N", "H", "H", "H", "H"],
  "positions_angstrom": [[-1.45899, -1.57868, -2.73770], [1.80979, 1.07786, 1.60943], [-0.51935, 2.27514, -0.41879], [-1.67389, -0.00074, -1.31781], [2.71451, -1.36208, 2.49248], [1.80103, -1.46890, 1.92025], [-0.07998, 2.74270, -2.09405], [-2.05167, -2.08743, -1.08023], [1.15592, -2.04027, 2.61273], [-0.02265, 1.96128, -1.34129], [1.94443, -2.07122, 1.02542], [2.86941, 1.16194, 1.80385], [-3.15274, -1.34464, -2.17771], [-2.09811, -1.33760, -1.88598], [-0.37165, -0.85479, 0.48140], [1.25389, -0.12490, 1.58579], [1.25062, 1.96398, 1.34548], [-0.52193, 0.73317, 0.86386], [-0.58221, 0.61862, -1.77414], [-0.20499, -0.16661, 1.21957], [1.03041, 1.82572, -1.10398], [-0.77180, -0.42057, 2.03363], [-0.06129, 0.11772, -2.58402], [-2.25876, 0.38031, -0.47820]],
  "mulliken_charge": [0.33, -0.97, 0.31, -0.22, 0.40, -1.29, 0.40, 0.25, 0.34, -1.24, 0.32, 0.28, 0.35, -0.99, 0.38, 0.86, 0.31, 0.04, -0.06, -0.20, 0.32, 0.40, 0.26, 0.41]
}

---

{
  "formula": "C7H16N2S2",
  "method": "wB97M-V/def2-TZVPD",
  "lumo_ev": -7.740,
  "homo_lumo_gap_ev": 8.113,
  "charge": 2,
  "symbols": ["H", "C", "H", "N", "C", "H", "C", "S", "H", "C", "N", "H", "H", "C", "S", "H", "H", "H", "H", "C", "H", "H", "H", "H", "H", "H", "C"],
  "positions_angstrom": [[-1.33910, -1.51932, -0.04824], [-1.90845, 0.56975, 1.44938], [-3.12652, 1.30853, -0.95325], [1.82882, -1.09622, 0.08731], [0.56992, -1.17895, 0.88007], [1.17431, -2.73984, -1.08256], [1.51332, 3.37621, -0.32862], [1.22320, 4.94290, 0.46908], [2.04011, -0.05057, 0.00974], [1.45595, -1.69031, -1.22833], [-2.16515, 0.75490, -0.97947], [-2.71342, 1.37657, 1.65272], [-1.17314, 0.85579, 2.19319], [-1.50775, 0.31429, 0.02717], [1.12018, 1.94806, 0.47413], [0.56249, -0.51297, 1.75888], [2.62261, -1.61204, 0.69068], [0.35934, -0.08955, -2.08238], [-0.41642, -1.65857, -2.23485], [-0.61159, -0.80125, -0.18005], [1.96115, 3.34719, -1.29747], [-2.42201, -0.38440, 1.66951], [-1.89931, 0.54463, -1.95227], [2.33371, -1.62330, -2.00624], [0.55682, -2.22400, 1.23395], [0.68638, 4.73367, 1.70309], [0.12393, -1.03295, -1.51285]],
  "mulliken_charge": [0.56, -1.28, 0.37, -0.06, -1.15, 0.35, -0.06, -0.03, 0.18, -0.62, -0.27, 0.40, 0.32, 0.16, -0.30, 0.40, 0.42, 0.42, 0.44, 0.56, 0.35, 0.41, 0.25, 0.36, 0.43, 0.22, -0.83]
}

---

{
  "formula": "C7H16N3",
  "method": "wB97M-V/def2-TZVPD",
  "lumo_ev": -3.501,
  "homo_lumo_gap_ev": 7.828,
  "charge": 1,
  "symbols": ["H", "H", "H", "H", "H", "N", "H", "H", "H", "H", "C", "N", "C", "N", "H", "C", "H", "H", "C", "C", "H", "C", "H", "H", "H", "C"],
  "positions_angstrom": [[-3.42017, -1.88436, 1.96656], [-1.50664, -0.95116, 3.39308], [-0.21490, 3.28695, 0.69205], [0.80498, 1.52390, -1.57132], [0.20284, -3.37679, -1.44589], [-2.49248, -1.70888, 1.63167], [-0.22450, 1.50759, 0.69490], [1.50649, -2.93665, -0.34141], [1.58486, -2.38231, -1.99934], [2.96648, 2.30776, -0.73407], [-2.08625, -1.83285, 0.34088], [2.13978, 2.35514, -0.12490], [-0.77642, -1.41374, 0.31865], [-0.41530, -0.99702, 1.57769], [0.86892, -0.50137, -0.61079], [0.15170, -1.29303, -0.84771], [2.25168, 3.21101, 0.42879], [2.15987, 1.55274, 0.50846], [-0.28875, 2.39796, 0.06316], [-1.46568, -1.18887, 2.34349], [-2.64792, -2.15967, -0.51892], [0.86801, 2.39583, -0.92483], [-1.26891, 2.38033, -0.40336], [0.85411, 3.27705, -1.55757], [-0.44911, -0.98422, -1.70561], [0.89732, -2.58532, -1.17367]],
  "mulliken_charge": [0.18, 0.45, 0.38, 0.32, 0.34, -0.06, 0.27, 0.33, 0.40, 0.36, -0.65, -0.31, 0.42, -0.57, -0.29, 0.24, 0.36, 0.35, -1.00, -0.27, 0.43, -0.39, 0.33, 0.35, 0.39, -1.35]
}

---

{
  "formula": "C7H16NO2",
  "method": "wB97M-V/def2-TZVPD",
  "lumo_ev": -4.717,
  "homo_lumo_gap_ev": 7.292,
  "charge": 1,
  "symbols": ["H", "H", "C", "O", "H", "C", "C", "H", "H", "H", "H", "C", "H", "O", "C", "H", "H", "C", "H", "H", "C", "N", "H", "H", "H", "H"],
  "positions_angstrom": [[0.93457, 2.11585, -0.87258], [-0.16699, -1.26069, -1.36991], [-1.12111, -0.77523, -1.38366], [2.16183, -0.41566, 0.64427], [-3.52171, -0.36876, -0.57381], [-1.46263, -0.18042, 0.00440], [-1.13133, -1.01623, 1.18309], [1.22725, 0.96007, 1.81788], [-1.43122, -0.48782, 2.12159], [3.21715, -1.82872, 0.09919], [-2.93574, 1.36830, -0.44304], [-2.98114, 0.28748, 0.03963], [-1.26965, -0.07036, -2.13345], [3.90151, 0.07178, -0.67997], [0.63280, 1.23210, -0.33788], [-1.70232, -1.84787, 1.14524], [2.66067, 1.64053, 0.72181], [3.07188, -0.73153, -0.10672], [-3.44764, 0.38418, 1.03404], [0.71204, 0.43116, -1.11551], [1.74784, 0.91232, 0.79565], [-0.73835, 1.14239, 0.05540], [-1.93796, -1.61634, -1.45724], [-0.04881, -1.28259, 1.25650], [4.66251, -0.34751, -1.23508], [-1.03347, 1.68356, 0.79015]],
  "mulliken_charge": [0.45, 0.42, -1.89, -0.10, 0.42, 1.74, -1.59, 0.34, 0.38, 0.41, 0.35, -1.50, 0.46, -0.40, -0.73, 0.52, 0.35, 0.26, 0.36, 0.20, -0.43, -0.34, 0.46, 0.19, 0.43, 0.24]
}

---

no.,E_HOMO (eV)
1,-13.2
2,-15.9
3,-11.3
4,-12.0